(1)
{"formula": "C3H15NO4", "method": "ωB97M-V/def2-TZVPD", "homo_ev": -8.45, "multiplicity": 1, "relative_energy_ev": 2.279, "smiles": "NCCCO.O.O.O", "gap_ev": 8.81, "elements": ["C", "C", "C", "O", "N", "H", "H", "H", "H", "H", "H", "H", "H", "H", "H", "H", "O", "H", "H", "O", "H", "H", "O"], "xyz": [[1.450, -0.927, 0.510], [0.662, -1.596, -0.701], [1.736, -2.557, -1.363], [1.921, -2.129, -2.734], [0.488, -0.776, 1.528], [1.925, -0.010, 0.207], [2.275, -1.499, 0.929], [0.389, -0.877, -1.412], [-0.277, -2.073, -0.319], [1.520, -3.588, -1.329], [2.679, -2.325, -0.875], [1.148, -2.244, -3.339], [-0.029, 0.112, 1.460], [0.906, -0.721, 2.524], [-0.834, 2.574, 1.276], [-2.170, 2.128, 1.977], [-1.410, 1.769, 1.550], [-2.738, 4.481, 3.170], [-1.239, 4.926, 3.025], [-1.972, 4.575, 2.579], [-2.589, 0.333, -3.560], [-1.773, 0.561, -2.192], [-2.067, -0.137, -2.913]], "nbo_charge": [-0.21, -0.43, -0.05, -0.75, -0.85, 0.16, 0.18, 0.21, 0.22, 0.17, 0.17, 0.47, 0.38, 0.35, 0.48, 0.48, -0.96, 0.48, 0.48, -0.96, 0.47, 0.48, -0.95]}

(2)
{"formula": "C3H15NO4", "method": "ωB97M-V/def2-TZVPD", "homo_ev": -8.16, "multiplicity": 1, "relative_energy_ev": 0.000, "smiles": "C=C(C)N.O.O.O.O", "gap_ev": 8.59, "elements": ["C", "C", "C", "N", "H", "H", "H", "H", "H", "H", "H", "H", "H", "O", "H", "H", "O", "H", "H", "O", "H", "H", "O"], "xyz": [[-1.236, 1.536, 1.162], [-0.311, 0.546, 1.801], [0.765, 0.922, 2.523], [-0.662, -0.760, 1.592], [-0.949, 2.562, 1.379], [-2.257, 1.378, 1.511], [-1.236, 1.391, 0.078], [1.392, 0.173, 2.994], [0.929, 1.960, 2.764], [-1.207, -0.962, 0.755], [0.006, -1.463, 1.859], [0.747, -3.386, -2.711], [0.587, -1.912, -2.247], [0.387, -2.836, -2.012], [-1.466, -2.186, -1.306], [-1.339, -0.706, -1.551], [-1.902, -1.346, -1.092], [0.963, 0.468, -1.698], [0.517, 0.483, -3.188], [0.384, 0.016, -2.357], [1.609, 1.045, 0.550], [2.353, 1.970, -0.431], [1.929, 1.108, -0.375]], "nbo_charge": [-0.66, 0.24, -0.63, -0.82, 0.22, 0.23, 0.22, 0.20, 0.21, 0.42, 0.38, 0.47, 0.50, -0.98, 0.50, 0.49, -0.98, 0.52, 0.48, -1.01, 0.51, 0.48, -0.99]}

(3)
{"formula": "C3H15O4S", "method": "ωB97M-V/def2-TZVPD", "homo_ev": -3.67, "multiplicity": 1, "total_charge": -1, "relative_energy_ev": 1.465, "gap_ev": 7.32, "elements": ["C", "C", "C", "S", "H", "H", "H", "H", "H", "H", "H", "H", "H", "O", "H", "H", "O", "H", "H", "O", "H", "H", "O"], "xyz": [[-0.900, -2.649, -0.719], [0.365, -1.779, -0.937], [0.632, -0.825, 0.269], [1.972, 0.348, -0.228], [-1.140, -2.671, 0.336], [-0.917, -3.629, -1.213], [-1.662, -1.936, -1.039], [1.320, -2.234, -1.128], [0.192, -1.059, -1.776], [0.847, -1.455, 1.133], [-0.262, -0.279, 0.557], [1.171, 2.097, 0.836], [0.383, 3.054, 0.076], [0.311, 2.647, 0.947], [2.032, 0.099, -3.462], [0.794, 0.329, -3.027], [1.270, 0.552, -3.869], [0.113, 0.437, 2.961], [-0.289, 1.962, 2.564], [-0.492, 1.179, 3.104], [-1.247, 1.987, 1.060], [-2.290, 1.805, 2.237], [-2.204, 2.021, 1.318]], "nbo_charge": [-0.64, -0.40, -0.51, -0.70, 0.20, 0.20, 0.21, 0.20, 0.17, 0.17, 0.19, 0.51, 0.49, -1.03, 0.47, 0.48, -0.96, 0.48, 0.50, -1.00, 0.49, 0.47, -1.00]}

What is the multiplicity in the first record? 1

What is the multiplicity in the first record? 1